# 1
Density functional theory data (ωB97M-V/def2-TZVPD) for a cluster of 4 separate species, C4H12NO3 in total in a non-equilibrium geometry.

Properties
Electronic energy = -11962.068 eV
Relative energy (zero: lowest compared OMol25 entry of this formula, charge and spin) = 7.528 eV
Molecular weight = 122.14 g mol⁻¹
Net charge = +1
E_LUMO = -8.67 eV
HOMO energy = -13.811 eV

Cartesian coordinates (Å):
O: 1.68027 2.20628 -1.14990
C: 2.04268 1.01429 -0.56728
C: 1.38448 -0.11368 -1.32279
N: 0.33274 -0.70603 -0.53143
C: -3.04333 -0.86642 0.29690
C: -3.89506 0.11287 0.16545
O: 2.67776 0.98015 0.46151
H: 2.00410 2.91068 -0.51525
H: 0.93968 0.41483 -2.18316
H: 2.12425 -0.89827 -1.63978
H: 0.56661 -0.90223 0.47827
H: -0.56381 -0.05235 -0.38612
H: -2.70949 -1.06774 1.33582
H: -2.67991 -1.56993 -0.45230
H: -4.24403 0.74657 0.92700
H: -4.20065 0.43676 -0.77176
H: -1.64186 0.92337 0.06179
H: 3.56961 -1.59669 2.40753
H: 2.74244 -0.50830 1.71029
O: 2.91351 -1.46418 1.67520

# 2
Density functional theory data (ωB97M-V/def2-TZVPD) for an isolated molecule of C24H32N2O2.

Properties
Electronic energy = -32483.462 eV
Relative energy (zero: lowest compared OMol25 entry of this formula, charge and spin) = 1.434 eV
SMILES = CCCCN(CCCC)C[C@H](O)Cn1c2ccccc2c(=O)c2ccccc21
Molecular weight = 380.53 g mol⁻¹
E_LUMO = -0.05 eV
HOMO energy = -8.063 eV

Cartesian coordinates (Å):
C: -1.02829 1.26509 -3.93438
C: -1.28276 1.92521 -2.58475
C: -0.04760 1.86586 -1.69037
C: -0.35264 2.41394 -0.28974
N: 0.68096 2.24658 0.72581
C: 0.81553 0.86258 1.15590
H: 1.79262 0.72701 1.62775
C: -0.25485 0.53162 2.20664
O: 0.03507 1.17137 3.42762
H: 0.25338 2.08710 3.21385
C: -0.31663 -0.98175 2.48104
N: -0.58013 -1.71857 1.26100
C: 0.41317 -2.48502 0.67951
C: 1.38995 -3.12854 1.45176
C: 2.37558 -3.88604 0.85955
C: 2.43125 -4.03256 -0.52278
C: 1.46812 -3.42979 -1.29548
C: 0.45226 -2.66657 -0.71493
C: -0.56055 -2.06177 -1.58349
O: -0.44223 -1.99278 -2.79932
C: -1.73501 -1.56280 -0.86547
C: -2.88008 -1.22516 -1.59154
C: -4.00215 -0.74555 -0.95973
C: -3.99060 -0.60583 0.42486
C: -2.86950 -0.92323 1.15842
C: -1.71164 -1.40353 0.53053
H: -2.90081 -0.81884 2.23094
H: -4.87171 -0.24662 0.93604
H: -4.88329 -0.48432 -1.52509
H: -2.84525 -1.35665 -2.66264
H: 1.45953 -3.52811 -2.37082
H: 3.21277 -4.62199 -0.97637
H: 3.10781 -4.37852 1.48233
H: 1.36085 -3.06833 2.52846
H: 0.64893 -1.27250 2.88856
H: -1.07383 -1.18031 3.24341
H: -1.23450 0.87333 1.84219
H: 0.75313 0.15836 0.31553
C: 1.96247 2.85478 0.39087
C: 1.85300 4.36311 0.17266
C: 3.22196 5.04570 0.13448
C: 3.88379 5.15264 1.50351
H: 4.09335 4.17092 1.92019
H: 4.82472 5.69234 1.42467
H: 3.23839 5.68876 2.19588
H: 3.09514 6.05274 -0.26916
H: 3.87728 4.49814 -0.54680
H: 1.25199 4.79311 0.97620
H: 1.34356 4.55829 -0.77202
H: 2.42675 2.38849 -0.49340
H: 2.62300 2.67428 1.24291
H: -0.57692 3.48074 -0.35904
H: -1.25557 1.92074 0.08030
H: 0.28002 0.82601 -1.62250
H: 0.75921 2.43938 -2.15067
H: -1.57560 2.96850 -2.72984
H: -2.11011 1.41401 -2.08584
H: -0.76912 0.21739 -3.79959
H: -1.91566 1.32346 -4.56051
H: -0.20903 1.75830 -4.45357

# 3
Density functional theory data (ωB97M-V/def2-TZVPD) for a structure of composition C9H16Cl2N2O2PRe in a non-equilibrium geometry.

Properties
Electronic energy = -53098.165 eV
Relative energy (zero: lowest compared OMol25 entry of this formula, charge and spin) = 0.790 eV
Molecular weight = 472.33 g mol⁻¹
Net charge = +3
E_LUMO (spin up / spin down) = -12.96 / -15.14 eV
HOMO energy (spin up / spin down) = -20.954 / -20.917 eV
2S+1 = 4

Cartesian coordinates (Å):
C: -0.06992 -3.96849 -3.99450
C: -0.51707 -2.88944 -3.00913
H: -0.96770 -4.42833 -4.45812
H: 0.63863 -4.71033 -3.53230
H: 0.53470 -3.54761 -4.83098
O: -1.57882 -2.53411 -2.60950
Cl: 0.98976 -2.01200 -2.31193
Re: 0.79310 -0.52879 -0.42136
P: 0.32890 1.32054 -1.49389
C: -1.12032 2.48244 -1.46773
C: 1.54526 2.68017 -1.52125
H: 0.78152 0.09432 -3.53833
H: 0.15300 1.81046 -3.77540
H: -0.97348 0.46077 -3.34660
C: 0.04701 0.86007 -3.24545
H: 2.56317 2.24990 -1.50753
H: 1.31985 3.23819 -2.44197
H: -0.91809 3.19063 -2.28397
H: -1.18670 3.03243 -0.51723
H: 1.40964 3.33071 -0.63885
H: -2.08014 1.97549 -1.64509
C: -1.19389 -0.36766 -0.33346
O: -2.32718 -0.06176 -0.17414
Cl: 3.25200 -0.72575 -1.01016
N: 1.55392 -0.37054 2.14000
C: 2.21831 0.27786 3.10434
C: 1.77643 1.59334 3.09876
C: 0.78628 1.69506 2.09855
N: 0.76593 0.45022 1.40930
H: 1.75725 -1.28833 1.79342
H: 2.91436 -0.27290 3.66034
H: 2.15701 2.37221 3.74158
H: 0.15828 2.52564 1.84590

# 4
Density functional theory data (ωB97M-V/def2-TZVPD) for a cluster of 2 separate species, C3H11N3O in total in a non-equilibrium geometry.

Properties
Electronic energy = -9804.559 eV
Relative energy (zero: lowest compared OMol25 entry of this formula, charge and spin) = 3.442 eV
SMILES = N/N=N\O.CCC
Molecular weight = 105.14 g mol⁻¹
E_LUMO = 1.02 eV
HOMO energy = -9.582 eV

Cartesian coordinates (Å):
C: -1.13950 1.27579 -0.25208
C: -1.40578 1.18911 1.24868
C: -1.94361 0.24042 -1.02974
H: -0.07853 1.13394 -0.46694
H: -1.40610 2.27634 -0.59986
H: -3.00893 0.36284 -0.84176
H: -0.71204 1.81670 1.80348
H: -1.31708 0.16527 1.61236
H: -2.41802 1.52266 1.47116
H: -1.65478 -0.76811 -0.73524
H: -1.76629 0.34284 -2.09974
N: 3.46978 -1.87506 -0.21786
O: 1.22685 -0.97062 0.76078
N: 1.65975 -0.61044 -0.55524
N: 2.69943 -1.08611 -0.94130
H: 0.41193 -0.46744 0.86840
H: 4.23360 -2.31707 -0.69736
H: 3.14930 -2.23107 0.67224

# 5
Density functional theory data (ωB97M-V/def2-TZVPD) for a structure of composition C32H29BrCl6IN2NaO2S.

Properties
Electronic energy = -209262.348 eV
Relative energy (zero: lowest compared OMol25 entry of this formula, charge and spin) = 0.000 eV
Molecular weight = 948.18 g mol⁻¹
Net charge = -2
E_LUMO = 3.68 eV
HOMO energy = -1.156 eV

Cartesian coordinates (Å):
Na: -1.75877 0.90710 -0.88168
Cl: -3.73607 0.41508 -3.71339
C: -4.71759 1.26457 -2.52842
C: -4.22224 1.36943 -1.24033
C: -5.04949 2.05113 -0.36801
Cl: -4.50079 2.25557 1.29115
C: -6.28434 2.59525 -0.71385
Cl: -7.27575 3.43357 0.44312
C: -6.73058 2.46241 -2.02559
Cl: -8.26055 3.12725 -2.50347
C: -5.93632 1.79000 -2.95075
Cl: -6.48460 1.63091 -4.59160
C: 0.05068 5.07629 -0.60110
C: -0.01010 3.62348 -1.05238
O: -1.11760 3.12243 -1.17700
C: 1.25322 2.92519 -1.32706
C: 2.46621 3.63869 -1.26880
C: 3.68115 3.09091 -1.60822
C: 3.70935 1.75244 -2.04921
C: 2.56725 1.00599 -2.09444
C: 1.27589 1.52821 -1.71434
O: 0.27412 0.76658 -1.71408
H: -0.97170 5.41679 -0.45727
H: 0.54694 5.71050 -1.33806
H: 0.58962 5.15076 0.34504
H: 2.44395 4.67331 -0.94911
H: 4.58900 3.67852 -1.55398
H: 4.65382 1.30176 -2.33952
H: 2.58426 -0.03255 -2.40450
C: 2.12375 -0.58479 5.34380
C: 1.31067 -0.52085 4.06008
N: 0.77876 0.81857 3.79776
C: 0.82765 1.45054 2.59851
S: -0.37121 2.52255 2.12921
N: 1.87721 1.16121 1.78095
C: 3.25735 1.09417 2.25119
C: 4.09168 0.19333 1.35804
H: 2.47477 -1.60446 5.50825
H: 1.51079 -0.29409 6.19990
H: 2.98795 0.08197 5.31115
H: 0.46818 -1.21427 4.11078
H: 1.89563 -0.84062 3.20277
H: -0.07208 1.04707 4.28794
H: 1.77393 1.61377 0.87892
H: 3.26505 0.72439 3.27257
H: 3.68380 2.10504 2.27470
H: 3.69887 -0.82507 1.37339
H: 5.12943 0.17791 1.69852
H: 4.06686 0.54896 0.32871
Cl: 3.48647 -6.18635 2.58723
C: 2.20645 -4.99047 2.39924
C: 2.47388 -3.77707 1.78083
C: 1.47489 -2.83374 1.64628
C: 0.15022 -3.05199 2.12475
C: -0.87161 -2.09409 1.95172
C: -0.07212 -4.31995 2.73023
C: 0.92825 -5.26151 2.86572
H: 3.46752 -3.57757 1.39626
H: 1.68854 -1.90083 1.13348
H: -1.80630 -2.22539 2.48684
H: -0.57109 -1.06637 1.76718
H: -1.06645 -4.55175 3.09647
H: 0.72200 -6.21540 3.33714
Br: -3.55830 -4.72111 -2.66230
C: -2.45372 -3.45980 -3.58041
C: -2.52608 -3.45426 -4.96663
C: -1.74517 -2.56114 -5.68103
C: -0.90332 -1.68976 -5.00196
C: -0.84853 -1.70903 -3.61749
C: -1.63022 -2.59819 -2.87618
I: -1.44929 -2.47597 -0.72132
H: -3.19244 -4.13936 -5.47387
H: -1.80280 -2.54236 -6.76265
H: -0.29852 -0.97730 -5.55020
H: -0.21029 -1.00614 -3.08958

# 6
Density functional theory data (ωB97M-V/def2-TZVPD) for a structure of composition C4H17HgNOP in a non-equilibrium geometry.

Properties
Electronic energy = -21421.626 eV
Relative energy (zero: lowest compared OMol25 entry of this formula, charge and spin) = 0.432 eV
Molecular weight = 326.75 g mol⁻¹
Net charge = -1
E_LUMO (spin up / spin down) = 3.35 / 3.26 eV
HOMO energy (spin up / spin down) = 0.227 / 0.194 eV

Cartesian coordinates (Å):
C: -0.89034 1.42394 -2.84267
Hg: 0.14082 -0.02313 -0.57422
N: 1.43521 -2.24364 -1.46070
H: -0.66815 1.48604 1.34828
H: -0.14351 1.69034 -2.06504
H: -1.54651 2.29004 -3.03191
H: -1.52753 0.57144 -2.52530
H: -0.32030 1.11589 -3.74462
H: 1.19941 -3.14888 -1.07840
H: 2.43535 -2.19806 -1.37483
H: 1.28496 -2.35880 -2.46007
C: -0.39982 -1.06497 3.23506
P: -0.27129 0.69410 3.31337
C: -1.10484 1.47740 4.67794
C: 1.44389 1.09198 3.05746
O: -1.14021 1.38320 2.19444
H: 0.20463 -1.48194 2.42809
H: -1.41896 -1.42743 3.13259
H: 0.01194 -1.42012 4.17894
H: -0.74461 1.26107 5.69211
H: -1.01884 2.56844 4.50655
H: -2.17988 1.21277 4.62313
H: 1.87540 0.47968 2.24738
H: 1.61236 2.15456 2.84855
H: 1.90432 0.81068 4.00975

# 7
Density functional theory data (ωB97M-V/def2-TZVPD) for an isolated molecule of CH4BrClSi in a non-equilibrium geometry.

Properties
Electronic energy = -91537.726 eV
Relative energy (zero: lowest compared OMol25 entry of this formula, charge and spin) = 1.305 eV
Molecular weight = 159.49 g mol⁻¹
E_LUMO (spin up / spin down) = 0.54 / -1.73 eV
HOMO energy (spin up / spin down) = -5.420 / -10.505 eV
2S+1 = 3

Cartesian coordinates (Å):
C: 2.67397 -1.32764 0.37372
Si: -0.71548 0.20432 -0.44279
Cl: 1.01360 -1.14570 -0.39924
Br: 3.66711 0.29761 -0.03999
H: 2.53060 -1.25202 1.42974
H: -0.47620 1.51132 -1.07130
H: -1.22014 0.12252 0.82473
H: -1.31222 -0.99746 -0.93124

# 8
Density functional theory data (ωB97M-V/def2-TZVPD) for a cluster of 2 separate species, C5H11NO in total.

Properties
Electronic energy = -8898.475 eV
Relative energy (zero: lowest compared OMol25 entry of this formula, charge and spin) = 3.222 eV
Molecular weight = 101.15 g mol⁻¹
E_LUMO (spin up / spin down) = 0.23 / 0.23 eV
HOMO energy (spin up / spin down) = -7.167 / -7.031 eV

Cartesian coordinates (Å):
C: -0.97057 -1.32313 -1.06226
C: -0.16805 -0.09071 -1.22695
C: -1.34220 0.82314 1.72122
N: 0.97721 0.02936 -0.56659
C: 1.55916 -0.83759 0.28939
C: 1.71732 1.26433 -0.75076
O: 1.37840 2.13019 -1.49770
H: -1.06376 -1.59297 0.00270
H: -1.97571 -1.18864 -1.46945
H: -0.51164 -2.19269 -1.56205
H: -0.43596 0.73448 -1.86983
H: -1.13648 1.80998 1.29787
H: -2.15295 0.35413 1.15749
H: -1.63952 0.92822 2.76752
H: 1.11972 -1.80882 0.44466
H: 2.46541 -0.53407 0.79067
H: -0.44278 0.20155 1.66060
H: 2.62241 1.29322 -0.12653

# 9
Density functional theory data (ωB97M-V/def2-TZVPD) for a structure of composition C14H30CoNO3P2 in a non-equilibrium geometry.

Properties
Electronic energy = -78836.441 eV
Relative energy (zero: lowest compared OMol25 entry of this formula, charge and spin) = 0.000 eV
Molecular weight = 381.28 g mol⁻¹
Net charge = +1
E_LUMO (spin up / spin down) = -2.53 / -2.75 eV
HOMO energy (spin up / spin down) = -9.738 / -11.017 eV
2S+1 = 4

Cartesian coordinates (Å):
Co: -0.11997 -0.30949 0.17301
P: -1.25170 1.09947 -1.06455
C: -2.11817 -0.24269 -1.97953
C: -1.12200 -1.24696 -2.48284
N: -0.09756 -1.45112 -1.62990
C: 0.80939 -2.41495 -1.84086
C: 0.78658 -3.14987 -3.01588
C: -0.23832 -2.94327 -3.93400
C: -1.21947 -1.98888 -3.66395
C: 1.82510 -2.65443 -0.75827
P: 1.26348 -1.84290 0.79188
H: -2.05303 -1.77852 -4.33660
H: 1.55793 -3.89990 -3.14865
H: -0.29684 -3.54061 -4.84138
H: 1.95252 -3.72026 -0.53592
H: 2.80859 -2.23619 -1.00973
H: -2.79068 -0.70515 -1.21700
H: -2.69227 0.20470 -2.78985
H: -2.73937 -1.73769 1.91955
O: -2.98716 -1.47714 0.95805
H: -3.79044 -1.98239 0.76142
H: -1.25485 -0.96112 3.30393
O: -1.94401 -1.68983 3.28012
H: -1.94114 -2.16785 4.12922
C: 0.18955 -3.11032 1.50628
H: 0.70038 -4.08362 1.56000
H: -0.09145 -2.72051 2.49271
H: -0.73916 -3.20579 0.92163
C: 2.68498 -1.51833 1.84485
H: 2.34916 -0.97772 2.74225
H: 3.17939 -2.45310 2.14616
H: 3.40043 -0.87687 1.30943
C: -0.40217 2.16940 -2.25730
H: -1.14339 2.63364 -2.93158
H: 0.16397 2.96846 -1.74421
H: 0.32502 1.60657 -2.86872
C: -2.60748 1.96304 -0.25042
H: -2.15515 2.57736 0.52973
H: -3.14082 2.58040 -0.98042
H: -3.28161 1.23533 0.21254
C: 0.32895 3.55223 1.26962
C: 1.08460 2.23915 1.12240
C: 2.10671 2.01503 2.22174
O: 0.14761 1.17535 1.16397
H: -0.32394 3.50544 2.14578
H: -0.30996 3.79028 0.41147
H: 1.00927 4.40159 1.40482
H: 1.63421 2.26580 0.16739
H: 1.59311 1.86795 3.17361
H: 2.71765 1.12469 2.05421
H: 2.79632 2.85959 2.32453

# 10
Density functional theory data (ωB97M-V/def2-TZVPD) for an isolated molecule of C2H3N3O in a non-equilibrium geometry.

Properties
Electronic energy = -8637.440 eV
Relative energy (zero: lowest compared OMol25 entry of this formula, charge and spin) = 3.055 eV
SMILES = On1cnnc1
Molecular weight = 85.07 g mol⁻¹
E_LUMO = 0.22 eV
HOMO energy = -10.004 eV

Cartesian coordinates (Å):
C: 0.46957 1.04439 -0.07672
C: 0.41796 -1.07053 -0.00669
H: -2.12487 0.06746 0.74516
H: 0.12202 2.10752 -0.06549
H: -0.06646 -2.04777 -0.13290
N: -0.42116 0.04104 -0.11370
N: 1.66791 0.63150 -0.05755
N: 1.68663 -0.72715 -0.10432
O: -1.75161 -0.04646 -0.18780

# 11
Density functional theory data (ωB97M-V/def2-TZVPD) for a cluster of 2 separate species, C13H24F3NOS in total in a non-equilibrium geometry.

Properties
Electronic energy = -36385.228 eV
Molecular weight = 299.40 g mol⁻¹
E_LUMO = -1.92 eV
HOMO energy = -3.525 eV

Cartesian coordinates (Å):
F: 0.68708 -4.52708 -0.32588
C: -0.49760 -3.95952 -0.29906
F: -0.38891 -2.65550 -0.18046
C: -1.66954 -4.64031 -0.31421
F: -1.81821 -5.64164 0.61631
C: -2.74321 -4.49866 -1.33846
C: -4.01451 -3.73639 -0.90658
S: -4.52432 -4.30637 0.72261
H: -3.03121 -5.50143 -1.66743
H: -2.33091 -3.93986 -2.17780
H: -4.84487 -3.96708 -1.58075
H: -3.87967 -2.65587 -0.91676
H: -4.34601 -3.22734 1.53964
H: -5.85708 -4.57749 0.57974
C: 2.26328 -0.16117 0.63013
C: 1.64778 0.85675 -0.35117
C: 0.13196 0.92116 -0.12147
C: -0.30132 1.60612 1.17944
C: 0.69972 2.67240 1.65138
C: 1.58977 3.24212 0.54241
N: 2.31012 2.14451 -0.09564
O: 3.15203 2.54356 -1.05028
C: 2.62063 4.14891 1.21274
C: 0.75909 4.08953 -0.43159
C: 1.87350 0.34367 -1.76533
H: 3.33828 -0.23939 0.46555
H: 1.82541 -1.15842 0.49946
H: 2.10696 0.13732 1.66785
H: -0.32526 1.44534 -0.96423
H: -0.27511 -0.09235 -0.15514
H: -1.28407 2.05973 1.02666
H: -0.43753 0.86375 1.97011
H: 0.16318 3.48705 2.14316
H: 1.34785 2.24170 2.41960
H: 3.27590 3.56476 1.85985
H: 2.11774 4.90482 1.82239
H: 3.23425 4.65755 0.47175
H: 0.26988 4.90480 0.10815
H: -0.01738 3.51205 -0.93448
H: 1.40366 4.52580 -1.19391
H: 1.38857 -0.63195 -1.86939
H: 2.93156 0.22273 -1.98308
H: 1.44854 1.02168 -2.50584

Question: The highest electronic energy belongs to which entry?
Answer: C2H3N3O